Entry 1:
# C3H18NO4

5 unconnected molecules or ions with the total composition C3H18NO4 at a distorted geometry (wB97M-V/def2-TZVPD, OMol25).

Each line ends with the natural charge from an NBO analysis.
Cartesian coordinates (Å):
1 C 1.92301 -0.39546 1.24159  -0.62
2 C 1.26900 -0.31314 -0.13749  -0.04
3 C 1.10680 -1.69890 -0.70625  -0.63
4 N -0.00401 0.48771 -0.09806  -0.73
5 H 2.18422 0.58111 1.63922  0.22
6 H 1.30375 -0.94698 1.95339  0.21
7 H 2.85818 -0.94675 1.14705  0.24
8 H 1.93576 0.32607 -0.72324  0.22
9 H 0.62766 -2.31114 0.06387  0.21
10 H 2.08365 -2.15629 -0.85933  0.24
11 H 0.57456 -1.74058 -1.65410  0.23
12 H 0.00351 1.36828 0.44743  0.46
13 H -0.25441 0.67606 -1.08053  0.46
14 H -0.80035 -0.12014 0.15342  0.46
15 H -0.67904 2.06525 -2.90007  0.48
16 H -0.08947 0.94972 -3.70546  0.49
17 O 0.03595 1.41586 -2.86759  -0.95
18 H -2.46240 -0.21418 2.48259  0.49
19 H -2.21085 -1.69320 2.26047  0.49
20 O -2.16878 -0.84076 1.81015  -0.97
21 H -1.81691 -2.44702 -0.92835  0.49
22 H -2.68772 -1.26654 -0.31660  0.50
23 O -1.98215 -1.50799 -0.92281  -0.98
24 H 1.07728 2.48067 2.48916  0.50
25 H 0.21430 3.42245 1.70639  0.49
26 O 0.70717 2.59711 1.60546  -0.96

Values from the calculation:
- E_tot (eV) = -13078.1324
- maximum force (Eh/bohr) = 0.037
- HOMO level (eV) = -14.940
- charge = +1
- gap between HOMO and LUMO (eV) = 12.2
- LUMO level (eV) = -2.77
- M (g mol⁻¹) = 132.2

***

Entry 2:
# C3H20N2O8

7 unconnected molecules or ions with the total composition C3H20N2O8 at a distorted geometry (wB97M-V/def2-TZVPD, OMol25).

Each line ends with the natural charge from an NBO analysis.
Cartesian coordinates (Å):
1 N -1.49396 1.19531 0.33904  -0.82
2 C -1.91294 0.23555 -0.53191  0.67
3 O -3.08320 -0.07105 -0.61841  -0.66
4 C -0.78343 -0.45757 -1.38697  -0.32
5 N -0.61748 -1.86232 -0.98822  -0.65
6 C 0.15387 -2.03174 0.18699  0.08
7 O -0.47794 -1.66572 1.41479  -0.78
8 H -2.13219 1.46527 1.06922  0.41
9 H -0.53165 1.49362 0.41551  0.41
10 H 0.17926 0.05266 -1.25404  0.21
11 H -1.24246 -0.53040 -2.38372  0.22
12 H -1.36547 -2.53521 -1.00532  0.42
13 H 1.07475 -1.43499 0.17431  0.16
14 H 0.46100 -3.08504 0.45246  0.18
15 H -1.22086 -2.23709 1.63627  0.49
16 O 3.54683 -0.41067 0.59753  -0.96
17 H 2.79931 0.21598 0.60455  0.48
18 H 3.43080 -1.00766 -0.14810  0.47
19 O 2.06069 3.30784 -0.43214  -0.95
20 H 2.52266 4.06185 -0.03407  0.48
21 H 2.16540 3.34889 -1.38582  0.48
22 O -0.48777 3.17669 -3.31115  -0.93
23 H -1.14087 2.90424 -2.65735  0.47
24 H -0.39074 2.34115 -3.78663  0.46
25 O 0.84581 -0.58988 3.45983  -0.98
26 H 0.32576 -1.14461 2.82359  0.49
27 H 0.88049 0.21469 2.91062  0.46
28 O -3.25696 -2.77090 -0.73992  -0.97
29 H -3.94556 -3.39038 -1.01778  0.47
30 H -3.61054 -1.93562 -1.08823  0.50
31 O 2.13465 1.24243 2.01160  -0.96
32 H 2.85715 1.61843 2.52685  0.49
33 H 2.25560 0.28625 2.14663  0.49

Values from the calculation:
- E_tot (eV) = -22795.5110
- maximum force (Eh/bohr) = 0.051
- SMILES = NC(=O)CNCO.O.O.O.O.O.O
- HOMO level (eV) = -9.226
- charge = 0
- gap between HOMO and LUMO (eV) = 9.6
- LUMO level (eV) = 0.34
- M (g mol⁻¹) = 212.2